Record 1
This record from the Open Molecules 2025 dataset describes C33H11F15GeNO4PdS3 as an isolated structure. The level of theory is ωB97M-V/def2-TZVPD.

Cartesian coordinates (Å):
Pd: -0.243 -0.824 0.814
C: 3.724 0.357 2.356
C: 2.330 0.648 1.881
O: 1.423 -0.103 2.196
C: 2.084 1.876 1.068
C: 2.969 2.919 1.160
C: 2.767 4.135 0.482
C: 1.649 4.320 -0.340
C: 0.750 3.303 -0.484
C: 0.917 2.039 0.202
O: 0.055 1.162 -0.024
H: 3.764 -0.671 2.703
H: 3.973 1.014 3.195
H: 4.459 0.518 1.569
H: 3.846 2.824 1.785
H: 3.489 4.931 0.602
H: 1.505 5.258 -0.858
H: -0.123 3.385 -1.118
O: -5.630 -0.308 -0.821
S: -4.187 0.063 -1.486
O: -4.216 -1.517 -1.867
N: -3.192 0.193 -0.264
C: -3.323 -0.730 0.710
S: -2.309 -0.688 2.069
C: -4.321 -1.800 0.543
C: -4.538 -2.815 1.423
C: -5.530 -3.780 1.167
C: -6.317 -3.721 -0.012
C: -6.142 -2.740 -0.930
C: -5.126 -1.717 -0.709
H: -3.939 -2.873 2.322
H: -5.695 -4.579 1.877
H: -7.065 -4.484 -0.181
H: -6.712 -2.682 -1.847
F: -3.343 -4.343 -1.437
C: -2.556 -5.021 -2.291
C: -1.188 -5.061 -2.075
C: -0.436 -5.787 -2.981
F: 0.895 -5.845 -2.864
C: -1.012 -6.464 -4.041
F: -0.262 -7.156 -4.892
C: -2.384 -6.410 -4.215
F: -2.950 -7.054 -5.222
C: -3.165 -5.679 -3.336
F: -4.487 -5.627 -3.497
Ge: -0.475 -4.048 -0.572
S: -0.796 -1.953 -1.132
C: -1.415 -4.561 1.088
C: -2.392 -5.538 1.215
F: -2.807 -6.243 0.160
C: -2.978 -5.842 2.431
F: -3.928 -6.771 2.507
C: -2.583 -5.173 3.577
F: -3.151 -5.452 4.740
C: -1.592 -4.209 3.497
F: -1.196 -3.559 4.585
C: -1.035 -3.942 2.264
F: -0.045 -3.016 2.229
C: 1.377 -4.510 -0.130
C: 1.661 -5.854 0.052
F: 0.688 -6.754 -0.157
C: 2.899 -6.319 0.448
F: 3.128 -7.617 0.600
C: 3.905 -5.402 0.700
F: 5.099 -5.816 1.092
C: 3.655 -4.050 0.552
F: 4.613 -3.162 0.821
C: 2.406 -3.625 0.142
F: 2.232 -2.299 0.046

Force components x, y, z for each atom (eV/Å):
Pd 0.19 0.06 0.10
C 0.01 0.04 0.03
C 0.08 0.12 -0.01
O -0.22 -0.12 -0.01
C -0.02 -0.06 0.00
C 0.04 0.10 -0.02
C -0.01 -0.01 0.00
C 0.04 0.01 0.02
C 0.00 -0.02 0.00
C 0.04 0.02 0.01
O -0.04 -0.03 0.02
H -0.01 0.00 0.00
H 0.00 -0.01 -0.02
H -0.01 0.00 0.01
H -0.01 0.00 -0.01
H -0.02 -0.01 0.00
H 0.01 -0.01 0.01
H 0.01 0.00 0.01
O 0.02 -0.11 -0.02
S 0.08 0.06 0.08
O -0.03 -0.08 0.05
N -0.16 0.06 0.07
C 0.20 -0.18 -0.12
S -0.09 0.00 -0.16
C -0.05 0.18 0.02
C -0.04 -0.11 0.04
C 0.01 0.00 0.00
C 0.02 -0.02 0.00
C 0.02 -0.04 0.00
C -0.06 0.17 -0.05
H -0.01 -0.01 0.02
H 0.00 0.01 -0.01
H 0.01 0.02 0.01
H 0.00 0.02 0.02
F 0.01 0.17 -0.13
C 0.05 0.02 0.04
C -0.05 -0.05 0.00
C 0.01 0.08 0.03
F 0.02 0.01 0.03
C 0.03 -0.02 -0.03
F -0.01 0.00 0.00
C -0.01 -0.02 -0.03
F -0.02 -0.01 -0.04
C -0.07 -0.01 0.00
F 0.00 0.00 -0.01
Ge -0.02 0.15 -0.03
S -0.08 -0.17 -0.03
C -0.04 -0.10 0.00
C 0.01 0.00 -0.08
F 0.07 -0.10 0.16
C -0.03 -0.05 0.00
F -0.01 0.00 0.01
C -0.01 0.02 0.05
F 0.00 -0.01 0.01
C -0.02 0.01 0.03
F 0.01 0.00 0.01
C 0.06 0.09 -0.04
F 0.04 0.04 -0.02
C 0.03 -0.07 0.03
C -0.06 0.02 -0.05
F 0.00 0.00 0.02
C 0.00 -0.05 0.01
F 0.00 -0.01 0.00
C 0.04 -0.02 0.01
F 0.03 -0.01 0.01
C 0.04 0.05 0.01
F 0.01 0.00 0.00
C -0.01 -0.17 0.01
F -0.06 0.20 -0.03

The value obtained for the HOMO-LUMO gap (alpha / beta) is 0.2503 / 0.2011 Ha. The electronic energy comes out at -177330.349 eV. As for the charge: +1. Its spin multiplicity is 5. The HOMO energy (alpha / beta) comes out at -0.40743 / -0.41476 hartree. Its energy above the lowest of the compared OMol25 structures with the same formula, charge and spin is 37.19 kcal/mol. Its LUMO energy (alpha / beta) is -4.3 / -5.8 eV.

Löwdin atomic charge list, values in e, 5 entries: number 1, Pd, carries 0.6092; number 2, C, carries 0.0110; number 3, C, carries -0.3483; number 4, O, carries 0.0014; number 5, C, carries -0.0445

=====

Record 2
This record from the Open Molecules 2025 dataset describes a 4-piece molecular cluster, C27H32N3O8PS overall at a distorted geometry. The level of theory is ωB97M-V/def2-TZVPD.

Cartesian coordinates (Å):
O: 0.422 -4.196 2.340
N: -0.287 -3.599 1.516
O: 0.136 -2.769 0.698
C: -1.725 -3.892 1.512
C: -2.252 -4.796 2.444
C: -3.624 -5.053 2.451
C: -4.460 -4.415 1.533
C: -3.931 -3.523 0.599
C: -2.560 -3.256 0.584
H: -1.614 -5.301 3.167
H: -4.044 -5.748 3.175
H: -5.530 -4.614 1.546
H: -4.588 -3.032 -0.116
H: -2.164 -2.556 -0.149
O: 3.833 -0.086 -0.166
N: 4.649 -0.193 0.761
O: 5.332 0.741 1.206
C: 4.823 -1.518 1.369
C: 4.099 -2.610 0.872
C: 4.287 -3.873 1.438
C: 5.186 -4.039 2.493
C: 5.898 -2.948 2.993
C: 5.720 -1.681 2.433
H: 3.396 -2.497 0.050
H: 3.735 -4.728 1.055
H: 5.333 -5.027 2.928
H: 6.594 -3.085 3.817
H: 6.285 -0.841 2.832
O: -3.822 5.062 5.948
N: -3.369 5.956 5.219
O: -3.202 7.132 5.572
C: -3.010 5.599 3.841
C: -3.216 4.289 3.387
C: -2.895 3.962 2.068
C: -2.369 4.932 1.214
C: -2.155 6.233 1.672
C: -2.474 6.574 2.988
H: -3.625 3.521 4.040
H: -3.059 2.949 1.705
H: -2.126 4.673 0.185
H: -1.742 6.984 1.001
H: -2.304 7.593 3.329
C: -2.755 -2.035 -5.988
C: -1.640 -2.749 -5.246
C: -0.882 -1.896 -4.023
O: -1.612 -0.906 -3.487
O: 0.501 -2.249 -3.668
C: 0.822 -1.934 -2.268
C: 1.173 -0.361 -1.969
C: 1.818 0.464 -3.227
C: 1.785 2.096 -3.094
C: 1.963 2.689 -1.583
C: 0.628 2.716 -0.649
P: -1.031 2.952 -1.551
S: -1.027 4.593 -2.927
H: -3.856 -2.171 -5.599
H: -2.574 -1.313 -6.900
H: -1.354 -3.877 -5.508
H: -0.130 -2.243 -1.627
H: 1.720 -2.639 -1.935
H: 1.871 -0.312 -1.005
H: 0.150 0.145 -1.621
H: 1.210 0.200 -4.220
H: 2.929 0.079 -3.431
H: 2.726 2.491 -3.717
H: 0.846 2.474 -3.683
H: 2.836 2.127 -0.994
H: 2.352 3.809 -1.692
H: 0.724 3.618 0.127
H: 0.616 1.731 -0.003
H: -1.184 1.749 -2.380
H: -2.209 4.426 -3.685

Force components x, y, z for each atom (eV/Å):
O -0.98 0.90 -1.28
N 1.27 0.17 0.14
O -0.50 -1.17 1.19
C -0.99 -0.18 0.02
C 0.00 0.05 -0.04
C 0.18 0.26 -0.26
C 0.14 0.03 -0.01
C 0.25 -0.18 0.27
C 0.03 -0.03 0.05
H 0.01 0.25 -0.26
H 0.15 0.15 -0.14
H 0.23 0.04 -0.01
H 0.20 -0.07 0.13
H 0.07 -0.18 0.25
O 1.27 -0.07 1.30
N 0.03 1.20 -0.33
O -1.09 -1.36 -0.73
C 0.10 -0.93 0.36
C 0.07 0.04 0.04
C 0.21 0.31 0.12
C -0.03 0.14 -0.08
C -0.26 0.08 -0.33
C -0.01 -0.02 -0.02
H 0.20 0.18 0.22
H 0.07 0.25 0.07
H -0.04 0.21 -0.09
H -0.14 0.09 -0.18
H -0.24 -0.09 -0.26
O 0.66 1.32 -1.02
N -0.32 0.31 1.25
O -0.25 -1.70 -0.46
C 0.22 -0.24 -0.92
C 0.02 0.07 -0.03
C 0.06 0.39 0.17
C -0.02 0.14 0.08
C -0.18 -0.30 0.34
C -0.02 -0.03 0.02
H 0.08 0.36 0.00
H 0.05 0.20 0.08
H -0.10 0.01 0.25
H -0.09 -0.13 0.17
H -0.14 -0.33 0.12
C 1.18 -0.84 1.15
C -0.20 1.50 0.22
C -1.41 3.48 -0.75
O 4.53 -5.87 -2.49
O -3.92 0.90 0.11
C -0.11 0.11 1.79
C -0.71 0.35 0.69
C -0.02 -0.62 -0.64
C 1.08 -0.34 -0.53
C 0.83 0.76 0.01
C 1.75 0.58 0.18
P -1.36 -1.73 1.16
S -0.01 0.29 -1.11
H 1.97 -1.04 -2.00
H -0.17 -0.24 3.01
H -1.44 2.23 1.77
H 2.22 0.74 -1.26
H -1.92 1.48 -1.09
H -1.45 -0.22 -2.31
H 2.22 -1.07 -1.06
H 1.28 0.45 2.23
H -2.35 0.86 0.63
H -2.05 -0.81 1.34
H 1.71 -0.48 1.55
H -1.94 1.06 -1.44
H -0.92 -2.32 0.17
H -0.29 -1.94 -1.67
H -0.56 1.90 -1.41
H 0.71 1.00 0.27
H 1.19 -0.33 1.31

The value obtained for the HOMO-LUMO gap is 0.2262 Ha. The electronic energy comes out at -69474.723 eV. As for the charge: 0. The HOMO energy comes out at -0.29104 hartree. Its LUMO energy is -1.8 eV.

Löwdin atomic charge list, values in e, 5 entries: number 1, O, carries 0.0625; number 2, N, carries -0.3133; number 3, O, carries 0.0431; number 4, C, carries -0.1384; number 5, C, carries 0.0005

=====

Record 3
This record from the Open Molecules 2025 dataset describes C32H46CoN2O3P2S2 as an isolated structure. The level of theory is ωB97M-V/def2-TZVPD.

Cartesian coordinates (Å):
Co: -0.202 -1.647 -0.236
O: 0.159 -1.785 1.711
N: -0.078 -2.947 2.313
C: 0.630 -3.191 3.438
C: 0.432 -4.311 4.199
C: -0.547 -5.219 3.767
C: -1.251 -4.965 2.621
C: -1.035 -3.805 1.828
S: -1.834 -3.464 0.399
H: 1.351 -2.420 3.656
H: 1.024 -4.467 5.087
H: -0.742 -6.123 4.331
H: -2.003 -5.650 2.257
O: -1.793 -1.114 -3.964
C: -1.074 -1.657 -3.117
O: -1.142 -1.357 -1.883
C: -0.113 -2.747 -3.610
C: -0.255 -3.040 -4.971
C: 0.498 -3.992 -5.625
C: 1.452 -4.693 -4.890
C: 1.616 -4.420 -3.554
C: 0.859 -3.447 -2.859
S: 1.292 -3.245 -1.182
H: -1.005 -2.467 -5.499
H: 0.351 -4.185 -6.682
H: 2.069 -5.452 -5.362
H: 2.360 -4.959 -2.978
C: -1.768 0.834 2.302
P: -3.200 -0.235 1.884
C: -3.447 0.220 0.129
C: -4.516 0.782 2.697
C: -5.574 1.382 2.016
C: -6.562 2.087 2.694
C: -6.512 2.214 4.073
C: -5.463 1.623 4.769
C: -4.491 0.914 4.089
H: -1.492 0.697 3.348
H: -1.988 1.887 2.115
H: -0.920 0.518 1.682
H: -3.471 1.303 -0.019
H: -4.366 -0.224 -0.255
H: -2.629 -0.202 -0.463
H: -5.627 1.307 0.940
H: -7.371 2.542 2.135
H: -7.279 2.766 4.601
H: -5.409 1.712 5.848
H: -3.689 0.445 4.647
C: 2.765 0.640 1.895
C: 2.426 1.874 1.043
C: 1.392 2.671 1.851
C: 3.674 2.744 0.878
P: 1.557 1.218 -0.540
N: 0.564 0.128 -0.185
C: 2.951 0.685 -1.734
C: 3.877 -0.274 -0.968
C: 3.823 1.782 -2.354
C: 2.297 -0.142 -2.850
C: 0.702 2.723 -1.349
C: 1.471 4.044 -1.418
C: 0.308 2.302 -2.774
C: -0.622 2.949 -0.614
H: 2.898 0.953 2.936
H: 3.685 0.154 1.576
H: 1.953 -0.086 1.839
H: 1.775 2.814 2.867
H: 0.450 2.131 1.919
H: 1.198 3.660 1.435
H: 3.990 3.111 1.863
H: 3.499 3.617 0.250
H: 4.511 2.191 0.459
H: 4.515 0.238 -0.250
H: 4.527 -0.770 -1.693
H: 3.303 -1.051 -0.464
H: 4.266 2.448 -1.614
H: 3.279 2.389 -3.073
H: 4.648 1.307 -2.897
H: 1.427 -0.667 -2.473
H: 2.998 -0.899 -3.208
H: 2.000 0.473 -3.700
H: 2.417 3.954 -1.951
H: 1.676 4.459 -0.432
H: 0.864 4.781 -1.957
H: 1.152 2.286 -3.459
H: -0.413 3.029 -3.163
H: -0.169 1.322 -2.784
H: -0.500 3.468 0.335
H: -1.098 1.989 -0.428
H: -1.279 3.555 -1.245

Force components x, y, z for each atom (eV/Å):
Co -0.15 -0.31 -0.02
O 0.23 -0.20 0.12
N 0.07 0.26 0.02
C -0.08 0.00 -0.11
C -0.10 0.02 -0.15
C -0.02 0.01 -0.04
C 0.03 0.02 0.00
C 0.13 -0.21 0.31
S -0.07 0.25 -0.21
H 0.02 0.04 0.00
H 0.02 -0.02 0.03
H -0.01 -0.02 0.01
H 0.00 -0.02 0.02
O -0.12 0.11 -0.25
C 0.05 -0.11 0.18
O 0.07 0.12 -0.11
C -0.04 0.10 0.04
C -0.05 0.02 -0.06
C 0.03 -0.04 -0.03
C 0.01 -0.04 -0.08
C 0.06 -0.05 0.08
C 0.04 0.00 0.01
S 0.08 0.00 0.14
H 0.00 0.00 0.00
H 0.00 0.00 -0.01
H 0.00 0.00 -0.01
H 0.00 0.00 -0.01
C 0.07 -0.04 -0.05
P -0.16 0.00 0.13
C 0.06 -0.04 0.00
C 0.04 -0.03 -0.05
C 0.01 0.00 0.00
C -0.01 0.01 0.02
C -0.02 0.02 0.01
C -0.06 0.04 0.04
C 0.06 -0.05 -0.03
H 0.00 0.01 0.03
H 0.01 0.05 -0.01
H -0.05 -0.02 -0.02
H 0.00 0.01 -0.02
H -0.03 -0.02 0.01
H 0.04 0.02 -0.01
H -0.01 -0.01 -0.06
H -0.02 0.01 0.00
H -0.01 0.01 0.01
H 0.00 0.00 0.01
H 0.04 -0.03 0.01
C -0.01 0.05 0.00
C 0.02 0.06 -0.03
C 0.05 -0.01 0.01
C -0.01 0.01 0.07
P -0.01 -0.12 0.07
N -0.02 0.26 0.02
C 0.09 0.09 0.11
C -0.09 -0.05 -0.04
C 0.03 -0.04 0.02
C 0.06 0.07 -0.14
C 0.04 -0.01 -0.10
C 0.01 0.00 -0.06
C -0.03 0.05 0.04
C -0.03 0.07 0.08
H 0.04 0.02 0.07
H -0.01 -0.02 0.01
H -0.06 -0.04 0.01
H 0.02 0.03 0.04
H 0.02 -0.01 0.01
H 0.03 0.01 -0.02
H 0.01 0.00 0.06
H 0.00 0.03 -0.01
H 0.05 -0.06 -0.01
H 0.02 0.04 0.02
H 0.05 -0.02 -0.03
H -0.05 -0.02 0.02
H 0.01 0.00 -0.01
H -0.09 0.04 -0.07
H 0.02 -0.04 -0.04
H -0.16 -0.13 0.06
H 0.03 -0.02 -0.05
H 0.00 -0.05 0.03
H 0.00 0.01 0.01
H -0.01 0.01 0.06
H -0.04 0.02 -0.03
H 0.08 0.02 -0.02
H -0.02 0.03 -0.03
H -0.04 -0.06 0.03
H -0.03 -0.02 -0.03
H -0.07 -0.11 0.00
H -0.04 0.04 -0.02

The value obtained for the HOMO-LUMO gap (alpha / beta) is 0.1917 / 0.1937 Ha. The electronic energy comes out at -120929.708 eV. As for the charge: -2. Its spin multiplicity is 2. The HOMO energy (alpha / beta) comes out at -0.03377 / -0.03574 hartree. Its energy above the lowest of the compared OMol25 structures with the same formula, charge and spin is 4.02 kcal/mol. Its LUMO energy (alpha / beta) is 4.3 / 4.3 eV.

Löwdin atomic charge list, values in e, 5 entries: number 1, Co, carries 0.1388; number 2, O, carries -0.2608; number 3, N, carries -0.1811; number 4, C, carries -0.0400; number 5, C, carries -0.1014